Entry from OMol25: a molecular structure, C38H33AsCrF6N3O5PS3 (ωB97M-V/def2-TZVPD).

Values from the calculation:
LUMO (spin up / spin down) (eV): -3.67 / -2.24
<S²>: 3.86
Frontier orbital gap (spin up / spin down) (eV): 7.07 / 8.68
Highest occupied orbital energy (spin up / spin down) (eV): -10.7 / -10.9

ORCA input file:
```
! wB97M-V def2-TZVPD RIJCOSX def2/J DEFGRID3
* xyz 1 4
As 0.577 1.143 2.263
Cr 0.689 0.562 -1.157
S 0.237 -1.472 -0.187
S 2.802 0.916 -3.344
S 1.787 3.305 -2.327
P -1.472 0.366 -2.243
F 1.631 4.786 -0.220
F 4.037 -1.256 -2.571
F 3.560 4.855 -1.199
F 3.014 3.118 -0.022
F 3.322 0.049 -0.979
F 5.109 0.552 -2.121
O 1.490 0.308 -3.039
O 0.513 1.318 0.580
O 0.621 2.564 -1.825
O 3.272 0.740 -4.665
O 1.503 4.362 -3.228
N 1.415 -2.559 -2.319
N 2.944 2.340 -2.746
N 0.387 -4.018 -0.749
C -3.601 -0.163 3.924
C 0.345 -6.429 -0.979
C 1.851 -0.109 2.948
C 3.917 0.002 -2.203
C -3.199 1.159 4.044
C 2.673 -1.201 4.924
C -1.622 -1.180 -3.156
C 1.773 -0.338 4.321
C -1.253 -2.434 -5.179
C 1.752 -3.623 -3.053
C -2.094 -2.335 -2.532
C 0.740 -5.075 -1.480
C -1.527 -0.715 2.840
C -1.732 -3.578 -4.558
C 2.817 -0.740 2.182
C -5.288 0.305 -0.840
C -2.827 1.317 -0.031
C -2.767 -1.098 3.324
C 3.713 -1.606 2.791
C -4.155 0.045 -1.593
C 0.522 5.241 2.868
C 2.561 4.072 -0.838
C -5.195 1.076 0.311
C 2.339 4.388 4.199
C -1.192 -1.238 -4.480
C 1.573 5.455 3.751
C -1.137 0.619 2.939
C -1.965 1.555 3.550
C 0.235 3.959 2.432
C 0.999 2.890 2.893
C -2.918 0.548 -1.186
C 2.052 3.098 3.775
C 0.739 -2.818 -1.210
C 3.642 -1.835 4.157
C -2.150 -3.528 -3.234
C 1.437 -4.912 -2.678
C -1.665 1.685 -3.477
C -3.967 1.582 0.713
H -0.066 6.076 2.509
H -4.235 -0.546 -2.496
H 1.012 0.144 4.925
H 2.302 -3.421 -3.967
H 1.721 -5.763 -3.283
H -2.521 -4.420 -2.745
H 3.164 4.557 4.879
H -4.565 -0.470 4.310
H -6.082 1.285 0.895
H -0.563 3.799 1.717
H -3.898 2.185 1.608
H 2.615 -1.380 5.990
H 2.655 2.270 4.126
H -0.878 -1.449 2.378
H 4.465 -2.104 2.194
H -6.244 -0.091 -1.155
H -1.754 2.635 -2.954
H -1.648 2.584 3.659
H -1.865 1.702 0.287
H -0.802 -0.360 -4.976
H -2.408 -2.306 -1.496
H 0.050 -6.369 0.066
H 4.342 -2.514 4.627
H -1.778 -4.512 -5.104
H 2.865 -0.575 1.116
H 1.800 6.459 4.085
H -2.566 1.501 -4.062
H 1.163 -7.141 -1.090
H -3.842 1.883 4.529
H -0.797 1.733 -4.133
H -0.926 -2.471 -6.210
H -0.501 -6.810 -1.556
H -3.078 -2.131 3.243
*
```

Here are the Löwdin charges for atoms 1 to 4, given in e: As 1.2903; Cr 0.4636; S 0.7384; S 0.6461


Entry from OMol25: a molecular structure, C38H33Cl2N7O2PRbS3 (ωB97M-V/def2-TZVPD).

Values from the calculation:
LUMO (eV): 3.70
Frontier orbital gap (eV): 6.55
Highest occupied orbital energy (eV): -2.8

ORCA input file:
```
! wB97M-V def2-TZVPD RIJCOSX def2/J DEFGRID3
* xyz -2 1
Rb 0.886 0.110 -0.879
Cl 8.229 2.186 -0.622
Cl 7.113 3.967 -3.069
S -4.361 -1.016 -1.788
S 0.383 -3.618 -3.097
S -2.353 0.355 0.661
P -4.112 0.216 -0.270
O 3.717 0.722 1.812
O 2.640 0.013 -3.935
N 2.561 1.793 -2.426
N 2.250 -4.236 -1.293
N 2.865 -2.687 -2.869
N 1.683 -1.779 1.278
N -0.049 0.708 3.173
N 3.646 -0.056 -0.390
N -0.342 1.185 -3.048
C 6.579 2.043 -1.187
C 4.781 2.666 -2.632
C 1.816 -0.296 4.377
C 6.099 2.809 -2.236
C -4.580 1.927 -0.776
C 4.203 -2.575 -2.309
C -5.415 -0.119 0.989
C 2.974 -1.468 1.403
C -6.758 0.026 0.642
C -5.440 3.492 -2.401
C -4.403 2.983 0.118
C -5.105 2.191 -2.035
C -0.673 2.436 -5.494
C -4.750 4.276 -0.239
C -7.759 -0.245 1.561
C 0.578 2.022 -5.085
C 2.109 1.001 -3.368
C -5.094 -0.544 2.271
C -1.766 2.219 -4.663
C 2.090 -3.825 2.449
C -5.266 4.535 -1.505
C -7.430 -0.678 2.842
C 1.911 -3.487 -2.394
C -0.414 -1.167 4.623
C 0.049 -2.104 5.531
C -1.552 1.579 -3.457
C 1.257 -2.931 1.804
C 3.489 -0.119 0.916
C -6.097 -0.830 3.192
C 3.443 -3.513 2.546
C 0.459 -0.238 4.043
C 0.709 1.414 -3.837
C 3.910 1.761 -2.026
C 2.265 -1.248 5.278
C 4.405 0.976 -0.961
C 5.734 1.143 -0.568
C 1.394 -2.155 5.875
C 3.893 -2.319 2.020
H 0.586 1.195 2.562
H -0.800 2.925 -6.454
H 4.929 -2.017 2.094
H 3.326 -1.294 5.499
H 4.129 -4.189 3.043
H 1.688 -4.737 2.870
H 2.870 -3.806 -0.621
H 4.231 -1.889 -1.458
H -4.602 5.088 0.463
H -2.766 2.524 -4.944
H 6.108 0.549 0.255
H 4.565 -3.565 -2.027
H -4.048 -0.641 2.537
H -1.462 -1.144 4.346
H -7.015 0.344 -0.362
H 2.520 0.352 3.866
H -5.835 3.688 -3.391
H 1.456 2.162 -5.701
H 1.759 -2.899 6.572
H -0.650 -2.811 5.964
H -5.229 1.362 -2.723
H -8.798 -0.123 1.280
H -2.376 1.345 -2.793
H -5.833 -1.167 4.187
H 0.197 -3.135 1.698
H 4.397 3.283 -3.433
H 2.569 -1.923 -3.475
H 1.441 -4.678 -0.884
H -5.522 5.548 -1.791
H -8.212 -0.895 3.560
H 4.856 -2.184 -3.087
H -3.964 2.781 1.088
H -0.911 0.449 2.713
*
```

Here are the Löwdin charges for atoms 1 to 4, given in e: Rb 0.7993; Cl 0.5930; Cl 0.5906; S 0.1485


Entry from OMol25: a molecular structure, C38H34As2Br2IrN (ωB97M-V/def2-TZVPD).

Values from the calculation:
LUMO (eV): -7.83
Frontier orbital gap (eV): 5.99
Highest occupied orbital energy (eV): -13.8

ORCA input file:
```
! wB97M-V def2-TZVPD RIJCOSX def2/J DEFGRID3
* xyz 2 1
Ir 0.436 0.613 -0.357
Br -0.887 -1.072 -1.491
Br 6.045 -2.877 0.129
As 1.640 2.175 -1.794
As 1.207 2.284 1.334
N -1.660 2.031 -0.346
C 4.404 -1.970 0.179
C 2.223 -1.558 -0.725
C -1.021 3.798 2.325
C -1.266 6.191 2.298
C 2.644 3.466 -0.756
C 3.165 -0.723 -4.361
C -1.740 4.934 2.655
C 1.263 1.631 3.140
C -0.273 4.189 -2.385
C 0.463 3.144 -2.942
C -0.059 6.306 1.630
C 2.828 1.040 -2.773
C -3.883 1.923 0.471
C 5.046 0.242 -3.202
C 0.175 3.907 1.617
C -1.337 1.103 0.473
C 1.989 -0.548 0.225
C 0.602 0.462 3.493
C -5.298 2.423 0.464
C 0.402 2.866 -4.303
C 3.435 -2.232 -0.771
C 0.666 5.168 1.293
C -2.932 2.447 -0.393
C 1.895 2.414 4.100
C 4.195 1.102 -2.524
C 4.534 -0.663 -4.121
C -3.477 0.905 1.342
C -1.079 4.958 -3.205
C -2.169 0.441 1.353
C 2.965 -0.338 1.205
C 0.570 0.074 4.824
C 2.929 2.955 0.650
C -0.416 3.640 -5.112
C 1.868 2.012 5.427
C 2.304 0.121 -3.680
C 4.153 -1.043 1.185
C -1.154 4.680 -4.565
C 1.202 0.848 5.788
H 3.530 3.735 -1.333
H -5.487 3.048 1.337
H -0.467 3.435 -6.172
H -1.645 5.780 -2.787
H 1.621 5.307 0.808
H -1.386 2.832 2.649
H -3.173 3.212 -1.121
H 6.110 0.283 -3.013
H 0.061 -0.837 5.107
H 0.141 -0.167 2.741
H 5.202 -1.328 -4.651
H 3.309 3.753 1.288
H 3.629 2.120 0.664
H 1.179 0.542 6.825
H -5.504 3.016 -0.425
H 0.992 2.075 -4.744
H 1.492 -1.828 -1.468
H -1.827 7.077 2.563
H -0.233 4.397 -1.321
H 1.235 0.037 -3.840
H 4.613 1.801 -1.810
H 2.396 3.337 3.832
H 2.842 0.367 2.011
H -1.783 5.286 -5.203
H -1.848 -0.390 1.961
H 4.892 -0.861 1.953
H 3.603 -2.981 -1.533
H 2.768 -1.433 -5.075
H 2.363 2.611 6.179
H -4.209 0.443 1.994
H 0.336 7.282 1.380
H -6.004 1.594 0.494
H 2.001 4.343 -0.732
H -2.663 4.839 3.211
*
```

Here are the Löwdin charges for atoms 1 to 4, given in e: Ir 0.7795; Br 0.2765; Br 0.8362; As 1.2769


Entry from OMol25: a molecular structure, C38H34BaN2O2P2S (ωB97M-V/def2-TZVPD).

Values from the calculation:
LUMO (eV): -4.94
Frontier orbital gap (eV): 8.24
Highest occupied orbital energy (eV): -13.2

ORCA input file:
```
! wB97M-V def2-TZVPD RIJCOSX def2/J DEFGRID3
* xyz 2 1
Ba 0.490 -0.035 -0.978
S -1.777 -0.957 0.846
P 0.459 -3.037 0.806
P -2.685 -0.148 -1.956
O -1.300 0.490 0.841
O 2.125 0.560 -2.832
N 3.635 0.050 -4.439
N 3.013 2.231 -4.075
C -1.538 -1.753 4.806
C -6.217 -0.999 -0.027
C -0.610 -2.786 4.786
C -3.531 -0.971 0.601
C -3.242 2.500 -1.058
C -0.752 -3.924 -0.232
C -2.917 -4.890 -0.682
C -3.406 -1.872 -3.967
C -3.483 -0.550 -3.529
C -4.166 0.396 -4.289
C 2.933 -3.895 1.663
C -4.704 -1.301 -5.907
C 1.649 -4.305 1.309
C -1.327 3.574 -2.771
C -3.934 -0.569 -0.683
C -1.419 -1.658 2.423
C -1.258 -4.819 -2.419
C 3.867 -4.823 2.100
C -2.029 -4.281 0.196
C 1.311 -5.655 1.378
C 4.559 0.384 -5.512
C -2.033 4.403 -1.909
C -2.534 -5.159 -1.987
C -2.539 1.662 -1.915
C -4.446 -1.412 1.545
C -0.376 -4.195 -1.549
C 3.524 -6.166 2.170
C -2.987 3.865 -1.057
C 2.903 0.932 -3.753
C -0.056 -3.226 3.590
C -5.292 -0.588 -0.977
C 2.250 -6.581 1.806
C -0.440 -2.659 2.379
C -4.023 -2.246 -5.150
C -1.944 -1.177 3.614
C -4.773 0.018 -5.479
C -1.572 2.208 -2.768
C -5.797 -1.419 1.224
H 3.205 -2.846 1.605
H 3.645 2.565 -4.781
H -5.181 -1.591 -6.833
H -3.904 -5.167 -0.337
H -7.270 -1.006 -0.275
H -5.627 -0.298 -1.966
H -2.332 -4.109 1.222
H -3.986 2.090 -0.386
H 0.694 -4.005 3.606
H 1.985 -7.629 1.856
H -6.517 -1.759 1.956
H -5.303 0.753 -6.069
H -4.226 1.425 -3.957
H -0.297 -3.244 5.714
H 5.365 1.028 -5.155
H -3.540 4.512 -0.389
H -2.647 -0.354 3.608
H -0.948 -5.046 -3.430
H 2.493 2.901 -3.538
H 4.041 0.864 -6.344
H -2.868 -2.610 -3.380
H -1.846 5.468 -1.908
H -4.123 -1.763 2.513
H 3.523 -0.911 -4.165
H 4.253 -6.892 2.504
H -3.968 -3.273 -5.487
H 4.860 -4.499 2.380
H -1.052 1.568 -3.479
H -1.938 -1.396 5.745
H -0.605 3.997 -3.459
H 0.318 -5.984 1.098
H -3.224 -5.645 -2.665
H 5.005 -0.534 -5.881
H 0.626 -3.950 -1.889
*
```

Here are the Löwdin charges for atoms 1 to 4, given in e: Ba 1.7957; S 0.7967; P 0.9912; P 0.9958


Entry from OMol25: a molecular structure, C38H34FeNO4P2S4 (ωB97M-V/def2-TZVPD).

Values from the calculation:
LUMO (spin up / spin down) (eV): 0.02 / -4.32
<S²>: 8.78
Frontier orbital gap (spin up / spin down) (eV): 6.24 / 2.20
Highest occupied orbital energy (spin up / spin down) (eV): -6.2 / -6.5

ORCA input file:
```
! wB97M-V def2-TZVPD RIJCOSX def2/J DEFGRID3
* xyz 0 6
Fe -0.212 -0.158 0.474
S -6.100 5.096 0.532
S 0.928 2.167 1.185
S -1.994 -2.495 -1.660
S 0.827 -2.409 1.174
P 2.271 1.532 -0.161
P 2.409 -1.549 0.285
O -7.135 4.417 1.294
O -5.693 6.351 1.140
O -1.395 -1.359 -0.865
O -6.498 5.281 -0.859
N -1.610 1.299 -0.544
C -2.625 2.241 -0.141
C -4.833 2.644 0.713
C 1.233 1.836 -2.725
C -3.804 1.762 0.411
C 2.687 4.118 -3.336
C 2.793 3.548 -2.073
C 4.244 2.446 1.596
C 3.087 -2.611 -1.034
C -1.210 -3.991 -1.072
C 1.869 3.540 -4.298
C 3.963 1.991 0.313
C -3.800 -2.740 0.399
C 3.724 -1.476 1.534
C 2.084 2.388 -1.764
C 1.127 2.408 -3.986
C 4.339 -4.546 -1.751
C 4.308 -1.234 3.865
C 6.281 2.273 -0.293
C 3.779 -3.786 -0.733
C -3.462 4.486 -0.026
C 3.488 -3.001 -3.387
C 3.346 -1.289 2.865
C 5.543 2.817 1.931
C -6.156 -3.067 0.047
C 4.206 -4.147 -3.075
C 6.033 -1.539 2.217
C 1.785 -0.104 -0.459
C 6.557 2.737 0.988
C -2.436 3.600 -0.322
C 5.650 -1.370 3.540
C -5.074 -2.921 0.911
C 4.993 1.892 -0.627
C -4.698 -2.838 -1.850
C -5.974 -3.011 -1.326
C -4.668 4.007 0.470
C 5.076 -1.584 1.211
C -3.626 -2.723 -0.981
C 2.928 -2.232 -2.368
H -0.909 1.740 -1.126
H 5.383 -1.714 0.181
H -7.153 -3.207 0.452
H 4.888 -5.450 -1.510
H 4.673 -4.726 -3.865
H 4.778 1.543 -1.633
H 0.476 1.962 -4.730
H -1.485 3.961 -0.711
H -3.919 0.692 0.582
H 0.675 0.941 -2.482
H 7.082 -1.632 1.965
H 3.876 -4.106 0.299
H 3.429 4.010 -1.329
H 3.365 -2.696 -4.419
H -1.620 -4.823 -1.651
H 5.759 3.164 2.935
H -0.138 -3.879 -1.248
H -5.223 -2.945 1.983
H 7.075 2.202 -1.029
H -3.338 5.551 -0.189
H 3.440 2.539 2.316
H -4.543 -2.789 -2.923
H 1.811 3.971 -5.292
H 2.295 -1.212 3.114
H -2.951 -2.591 1.056
H -5.773 2.303 1.130
H 2.374 -1.329 -2.596
H 3.255 5.011 -3.573
H 6.401 -1.341 4.321
H -2.019 0.529 -1.055
H -1.404 -4.117 -0.010
H 4.004 -1.089 4.896
H 7.566 3.029 1.251
H -6.824 -3.087 -1.993
*
```

Here are the Löwdin charges for atoms 1 to 4, given in e: Fe 0.4274; S 0.5045; S 0.2653; S 0.9836


In eV/Å, the max |F| values for the records above are, in order, 0.65 1.20 0.88 0.22 2.30.